Record 1
DFT (ωB97M-V/def2-TZVPD) results for a 2-piece molecular cluster, C3H5NOSi overall in a non-equilibrium geometry.

```
11
Properties=species:S:1:pos:R:3:forces:R:3:mulliken_charge:R:1
C 0.17696 -1.37314 1.51447 0.705 -1.405 2.576 -0.240
C 1.33358 -1.60518 0.85150 -0.086 -0.306 1.335 -0.156
C 0.19070 -0.23540 -0.23521 -4.002 4.445 -1.330 0.136
N -0.53484 -0.42628 0.82786 -0.469 -0.543 -0.389 -0.462
O 1.33060 -0.84399 -0.25385 1.363 -0.175 -1.463 -0.291
Si -1.04085 1.79007 -1.43725 2.979 -0.592 2.297 0.528
H -0.08604 -1.84225 2.53993 0.212 1.098 -2.088 0.269
H 2.27124 -2.03778 1.09185 0.311 -0.672 0.104 0.377
H -1.64493 1.63404 -2.68393 -0.677 -0.800 -1.554 -0.088
H 0.15276 2.77911 -1.74265 -1.265 -0.851 0.718 -0.042
H -2.14919 2.16079 -0.47273 0.929 -0.199 -0.206 -0.031
```
Forces are in eV/Å.

Properties
- Molecular weight: 99.2 g mol⁻¹
- Frontier orbital gap: 8.66 eV
- Energy relative to the best compared isomer or geometry (same formula, charge and spin): 2.0775 eV

***

Record 2
DFT (ωB97M-V/def2-TZVPD) results for C37H79HgN2O15S6 as an isolated structure in a non-equilibrium geometry.

```
140
Properties=species:S:1:pos:R:3:forces:R:3:mulliken_charge:R:1
Hg 1.22437 1.46081 -3.07084 -0.516 -1.209 2.499 1.649
O -0.51627 -0.13535 0.46219 -1.537 -0.961 1.863 0.244
C -0.08025 0.41557 -0.60660 -2.468 4.196 -4.834 1.155
O -0.71115 1.23656 -1.27788 -2.865 1.095 -1.812 -1.263
O 1.10255 0.29239 -0.85998 5.058 -1.523 -0.776 0.087
H 0.43962 -0.08546 0.53559 2.190 -2.469 4.342 -0.645
C -0.75176 0.70411 6.44715 0.144 0.111 -0.128 -1.209
C -2.23079 0.41225 6.23620 0.146 0.608 0.147 -0.430
N -2.89980 1.47665 5.51951 1.759 1.603 -1.463 0.262
C -2.45092 1.66306 4.10933 0.234 -0.292 0.698 -0.968
C -2.88182 0.51311 3.22073 0.269 0.828 -0.058 0.081
C -4.30387 1.47636 5.78828 -0.486 0.135 0.109 -0.409
C -5.20707 2.54973 5.14851 0.068 0.159 -0.176 -1.319
H -0.72721 1.69546 6.89963 0.292 -0.185 0.490 0.349
H -0.09535 0.80740 5.58311 -0.421 -0.244 -0.516 0.095
H -0.28176 -0.07894 7.04216 -0.091 0.238 0.379 0.418
H -2.45236 -0.58332 5.85168 0.107 -0.338 -0.310 0.367
H -2.68218 0.44786 7.22772 0.047 -0.251 0.170 0.448
H -2.68578 2.64189 3.69121 -1.042 0.095 0.262 0.348
H -1.36857 1.75937 4.02369 0.336 -0.405 0.741 0.085
H -3.97058 0.50453 3.27199 0.011 -0.694 -0.347 0.372
H -2.51415 0.70946 2.21356 -0.280 -0.152 -0.263 -0.233
H -2.37934 -0.39033 3.56626 -0.500 -0.226 -0.036 -0.055
H -4.36098 1.54057 6.87490 -0.321 0.266 0.112 0.392
H -4.65783 0.46724 5.57741 -0.850 -0.214 -0.320 0.434
H -5.37021 2.44370 4.07602 -0.078 -0.581 -0.069 0.247
H -4.90793 3.59668 5.19876 0.750 -0.084 0.560 0.325
H -6.17763 2.55881 5.64451 -0.070 -0.371 -0.095 0.396
C -0.05882 -7.19646 1.84094 1.366 0.110 0.379 -1.520
C -0.26147 -5.78131 1.39265 -1.915 -0.491 -0.185 0.148
N -1.68123 -5.39589 1.72786 0.657 0.874 -1.196 -0.058
C -2.55966 -6.06724 0.75030 -1.259 0.631 1.064 -0.268
C -4.07360 -5.66144 0.84300 1.750 -0.164 0.509 -1.386
C -1.73724 -3.93825 1.47837 -0.687 -0.456 -0.067 0.563
C -1.21493 -3.20676 2.66917 0.606 0.335 0.730 -1.140
H 1.00628 -7.34175 1.66054 0.104 -0.749 0.187 0.459
H -0.62512 -7.94516 1.28698 0.013 0.224 0.009 0.333
H -0.25774 -7.28498 2.90898 0.007 -0.135 -0.045 0.329
H 0.49345 -5.06598 1.71901 -0.260 -0.126 0.750 0.326
H -0.12843 -5.76268 0.31096 -0.161 0.136 -0.558 0.023
H -2.19012 -5.87159 -0.25631 0.060 -0.254 -0.432 0.302
H -2.63131 -7.13377 0.96351 0.719 -0.020 -0.183 0.356
H -4.27856 -4.63418 0.54160 -0.216 -0.352 -0.687 0.264
H -4.51695 -6.48222 0.27923 -0.860 0.649 -0.039 0.446
H -4.35523 -5.67686 1.89588 -0.174 -0.438 0.016 0.360
H -2.75117 -3.58559 1.28942 -0.097 -0.271 -0.051 0.342
H -1.18604 -3.73798 0.55959 0.320 0.235 -0.011 -0.456
H -0.76230 -2.24776 2.41705 0.066 0.051 -0.066 -0.076
H -0.47800 -3.85076 3.14907 0.193 0.289 0.160 0.426
H -1.98100 -3.00451 3.41771 -0.137 -0.139 -0.079 0.236
C -1.30490 4.20036 0.92348 0.771 0.350 -0.167 -0.031
C 0.12743 4.51850 1.49880 -0.801 -0.481 -0.675 -1.375
C 1.17162 3.94593 0.48353 -0.810 0.647 -0.278 0.348
S 0.48595 4.52794 -1.15774 -1.426 0.872 2.958 0.784
O 0.77911 3.57375 -2.24010 0.028 0.982 -0.407 -0.572
O 0.78378 5.96094 -1.23466 0.279 -1.708 -0.881 -0.612
C -1.29407 4.41829 -0.57819 -0.063 -0.676 -1.703 -0.138
H -2.06612 4.83151 1.38207 0.126 -0.020 0.100 0.537
H -1.57335 3.15748 1.09207 0.180 -0.044 0.246 -0.273
H 0.12768 4.11422 2.51105 0.643 -0.352 -0.170 0.484
H 0.25087 5.59360 1.62922 0.103 0.014 -0.321 0.374
H 1.23845 2.85946 0.42685 -0.101 -0.024 0.116 -0.391
H 2.16587 4.38262 0.57764 -0.078 -0.056 0.044 0.531
H -1.73105 3.58947 -1.13516 0.375 -0.524 0.228 -0.324
H -1.90191 5.22903 -0.97987 0.694 0.707 0.316 0.579
C -4.69079 2.67625 -0.41911 0.711 -0.290 0.134 -0.577
C -4.84608 3.50354 -1.72511 0.320 -0.622 0.471 -0.350
C -5.75810 2.71213 -2.61583 -0.741 -1.974 0.768 -0.936
S -5.15269 0.93341 -2.34782 -1.193 -0.702 -0.587 1.081
O -4.24776 0.56577 -3.45020 -0.935 0.233 1.193 -0.591
O -6.30667 0.07144 -1.98262 1.923 1.372 -0.903 -0.713
C -4.20113 1.24305 -0.81233 -1.025 0.281 -0.816 0.135
H -5.62107 2.67250 0.14892 -0.117 -0.385 -0.148 0.482
H -3.94606 3.07581 0.26925 0.051 0.361 -0.131 -0.005
H -3.83917 3.49954 -2.14251 -0.018 0.727 -0.363 0.176
H -5.29892 4.48530 -1.58664 0.550 0.143 0.206 0.435
H -5.98048 3.00472 -3.64200 0.856 -0.254 -0.097 0.455
H -6.74181 2.62003 -2.15547 -0.121 0.172 0.202 0.409
H -3.16126 1.09282 -1.10255 0.219 0.763 0.075 -0.489
H -4.42601 0.44429 -0.10557 -0.396 0.190 -0.023 0.502
C 5.17379 -1.51644 -5.78720 -0.712 0.930 0.520 -0.721
C 4.00060 -2.43224 -5.35181 -0.352 -0.214 -0.954 -0.542
C 3.96876 -2.44225 -3.84386 1.468 0.686 0.245 -0.813
S 4.31895 -0.64985 -3.31135 0.127 -2.714 -1.163 0.798
O 5.37095 -0.63010 -2.30515 -1.089 0.628 -0.748 -0.678
O 3.00769 -0.00905 -3.10489 0.786 0.286 -0.034 -0.782
C 4.93885 -0.20419 -4.98196 -0.508 0.347 0.343 -0.838
H 5.16691 -1.22591 -6.83775 -0.260 -0.251 -0.045 0.357
H 6.14086 -1.99198 -5.62367 -0.030 0.131 0.408 0.323
H 4.18878 -3.44709 -5.70215 0.103 -0.104 0.127 0.455
H 3.03242 -2.20338 -5.79718 0.055 0.553 -0.036 0.218
H 4.92378 -2.93556 -3.66311 0.039 0.051 1.009 0.459
H 3.17728 -2.97069 -3.31244 -0.128 0.558 -0.067 0.320
H 5.68542 0.58800 -4.92594 0.484 -0.503 0.186 0.541
H 4.06417 0.31415 -5.37485 -0.162 -0.208 -0.320 0.363
C 4.16752 0.19486 1.80095 -0.101 -0.192 0.482 -1.008
C 2.75472 -0.04446 2.40014 -0.128 -1.133 -0.696 0.788
C 2.51819 -1.55050 2.33861 -0.181 -1.217 -0.886 -0.280
S 3.57402 -2.25465 0.89206 -0.513 1.011 1.807 0.884
O 2.82599 -2.81742 -0.19707 -0.578 0.443 -0.707 -0.485
O 4.46850 -3.16599 1.55414 0.698 0.347 -0.110 -0.722
C 4.36565 -0.62303 0.50100 -1.048 0.359 0.705 0.230
H 4.86714 -0.14779 2.56332 0.259 0.319 -0.004 0.451
H 4.26382 1.26074 1.59418 0.442 -0.104 0.051 0.259
H 1.94632 0.36507 1.79444 0.308 0.520 -0.286 -0.908
H 2.59438 0.36932 3.39572 0.432 -0.088 0.049 0.626
H 1.47754 -1.84378 2.20038 -0.114 0.255 -0.568 -0.370
H 2.78039 -2.20843 3.16716 0.751 0.496 0.173 0.532
H 3.79565 -0.03745 -0.22030 -0.364 -0.750 -0.472 -0.632
H 5.37035 -0.74325 0.09575 -0.042 -0.192 0.523 0.747
C -2.55318 -1.94191 -2.69704 1.787 0.661 -1.378 -0.024
C -1.66447 -2.77642 -1.76201 -1.289 -0.412 1.486 0.171
C -0.23668 -2.99843 -2.18197 0.444 -0.221 -1.385 -0.223
S -0.15355 -2.24556 -3.83215 0.466 -0.542 0.337 0.735
O 0.54091 -3.14454 -4.76123 -0.591 1.484 0.675 -0.703
O 0.37981 -0.87333 -3.58699 -0.665 -0.677 -0.905 -0.323
C -1.98746 -2.20161 -4.12801 0.720 0.169 1.050 -1.099
H -2.34785 -0.90289 -2.43944 -0.494 0.167 -0.201 -0.440
H -3.62393 -2.14496 -2.71542 0.201 -0.074 0.443 0.740
H -2.10892 -3.76553 -1.65150 -0.129 0.031 0.238 0.268
H -1.65610 -2.29583 -0.78372 -0.254 -0.153 -0.003 -0.494
H -0.03253 -4.06048 -2.31794 -0.005 0.025 -0.233 0.873
H 0.58250 -2.62910 -1.56501 -0.209 0.500 0.039 -0.278
H -2.27113 -3.21861 -4.39883 0.261 0.039 -0.459 0.398
H -2.19650 -1.46529 -4.90405 -0.094 -0.098 0.134 0.484
C 6.05984 3.94499 -3.00054 -0.280 -0.417 -0.513 -0.573
C 5.54827 5.32191 -2.50738 -1.041 -1.263 1.039 -0.786
C 4.12704 4.94992 -1.93799 -0.317 -0.795 -0.080 -0.832
S 4.21648 3.21013 -1.12040 3.078 2.194 -0.102 0.894
O 3.16057 2.31650 -1.56213 0.285 0.223 -0.083 0.029
O 4.47277 3.36676 0.31014 -0.857 -0.284 -1.023 -0.736
C 5.88734 2.90182 -1.90607 -0.041 0.560 1.426 -0.958
H 7.11065 3.96553 -3.28946 -0.107 0.058 -0.194 0.440
H 5.43271 3.66987 -3.84855 0.224 0.068 -0.418 0.228
H 5.52207 6.02797 -3.33738 -0.387 -0.082 0.080 0.345
H 6.14520 5.78132 -1.71953 0.192 -0.286 0.013 0.355
H 3.41523 4.82048 -2.75326 -0.010 -0.040 -0.106 0.377
H 3.63137 5.58082 -1.20019 0.412 0.195 0.019 0.520
H 6.11954 1.83728 -1.93679 -0.452 -0.070 -1.052 0.504
H 6.63745 3.24185 -1.19207 -0.474 0.015 0.858 0.373
```
Forces are in eV/Å.

Properties
- Molecular weight: 1185.0 g mol⁻¹
- Frontier orbital gap: 4.35 eV
- Charge: +1
- Energy relative to the best compared isomer or geometry (same formula, charge and spin): 6.1091 eV

***

Record 3
DFT (ωB97M-V/def2-TZVPD) results for a 2-piece molecular cluster, C3H9NO2 overall in a non-equilibrium geometry.

```
15
Properties=species:S:1:pos:R:3:forces:R:3:mulliken_charge:R:1
C -0.12964 -0.91981 0.18887 -1.168 0.568 -0.683 -0.933
N -1.48658 -0.34635 0.03618 0.305 -0.350 0.171 0.043
C -2.54019 -1.33107 -0.29407 2.063 1.068 -0.769 -0.723
C -1.64758 0.93200 0.43618 -0.292 0.274 0.799 0.159
O -0.74647 1.67294 0.77966 0.335 0.043 -0.207 -0.587
H 0.24765 -1.14621 -0.80829 0.252 -0.219 0.086 0.298
H -0.22901 -1.82660 0.78681 0.342 0.041 0.060 0.318
H 0.47191 -0.14045 0.64219 0.226 -0.230 0.160 0.321
H -3.52648 -0.90129 -0.18025 -0.186 -0.363 0.551 0.296
H -2.18606 -2.20144 0.24999 -1.230 -0.374 0.438 0.230
H -2.39985 -1.59603 -1.34740 -0.270 0.015 -0.060 0.288
H -2.67032 1.31106 0.57397 -0.385 -0.470 -0.544 0.291
O 5.24169 2.27721 -0.20416 0.226 0.011 -0.185 -0.630
H 5.84749 1.59499 0.07773 -0.010 -0.541 0.586 0.314
H 5.75344 2.62105 -0.93741 -0.208 0.526 -0.403 0.315
```
Forces are in eV/Å.

Properties
- Molecular weight: 91.1 g mol⁻¹
- Frontier orbital gap: 10.14 eV
- Energy relative to the best compared isomer or geometry (same formula, charge and spin): 1.4530 eV